Entry one
Molecular formula: C4H14NO3
Method: DFT, ωB97M-V with the def2-TZVPD basis set

Results
**HOMO level**: -0.163 Eh
**Net charge**: -1
**HOMO-LUMO gap**: 8.02 eV
**Lowest unoccupied orbital energy**: 3.58 eV

```
22
Properties=species:S:1:pos:R:3:nbo_charge:R:1
C -0.80 1.28 0.51 -0.4238
H -0.45 0.57 1.16 0.2297
O 1.58 -1.28 2.09 -1.1545
H 0.92 -1.89 1.01 0.4981
H 2.27 1.44 1.79 0.4381
H -0.28 1.71 -2.37 0.1593
C -0.83 -1.83 -0.30 -0.0154
H -1.67 2.47 -1.58 0.1851
O 2.94 0.89 2.04 -1.0253
C -0.27 -0.55 -1.13 -0.2864
O 0.19 -2.47 0.33 -0.8442
H 0.79 -0.54 -0.61 0.1976
C -1.30 1.53 -1.87 -0.4011
H -1.58 -1.38 0.37 0.1429
H -1.64 1.66 1.03 0.1794
H -1.99 1.07 -2.78 0.1731
N -1.21 0.56 -0.73 -0.4520
H 2.64 -0.07 1.74 0.5122
H 2.06 -2.04 1.96 0.4183
H 0.04 -0.57 -2.10 0.1838
H -0.05 2.04 0.49 0.1632
H -1.36 -2.58 -1.05 0.1220
```

Entry two
Molecular formula: C4H14NO3
Method: DFT, ωB97M-V with the def2-TZVPD basis set

Results
**HOMO level**: -0.143 Eh
**Net charge**: -1
**HOMO-LUMO gap**: 7.68 eV
**Lowest unoccupied orbital energy**: 3.81 eV

```
22
Properties=species:S:1:pos:R:3:nbo_charge:R:1
C 0.63 -0.06 0.83 -0.0493
N -0.52 -0.63 0.00 -0.7099
H 2.60 -0.25 1.05 0.1976
H 0.34 -0.80 -1.99 0.1126
H 0.53 -0.59 1.79 0.1684
H -1.43 -0.17 0.29 0.3703
O -2.42 1.92 -0.56 -1.0699
H -2.37 1.93 0.40 0.4236
H 0.66 2.08 0.28 0.2552
C 0.66 1.45 1.17 -0.6342
H 2.08 -1.41 -0.24 0.2133
H -0.26 1.61 1.73 0.1884
H 1.55 1.76 1.77 0.1842
O 0.60 -3.03 1.24 -0.9857
H -1.32 -0.78 -1.83 0.1060
H 2.21 0.34 -0.71 0.2209
H 0.55 -3.62 0.47 0.4549
C -0.43 -0.23 -1.42 0.1003
O -0.29 1.14 -1.63 -0.9076
H -1.41 1.66 -0.92 0.4913
C 1.97 -0.40 0.18 -0.6352
H 0.06 -2.27 0.94 0.5047
```

Entry three
Molecular formula: C4H14NO3
Method: DFT, ωB97M-V with the def2-TZVPD basis set

Results
**HOMO level**: -0.148 Eh
**Net charge**: -1
**HOMO-LUMO gap**: 7.99 eV
**Lowest unoccupied orbital energy**: 3.95 eV

```
22
Properties=species:S:1:pos:R:3:nbo_charge:R:1
O 0.92 -1.58 1.54 -1.1890
H -2.87 -2.93 1.25 0.4541
H -1.90 -2.12 0.61 0.4865
N -1.05 0.04 0.39 -0.8893
C 0.66 0.86 -1.22 -0.4202
H 2.17 -0.40 -2.05 0.1303
C 1.53 -0.40 -1.15 -0.0346
H 1.57 -2.30 1.53 0.4356
H -0.05 0.73 -2.04 0.1718
C -0.71 2.46 0.20 -0.6109
O -2.56 -2.78 0.35 -0.9415
H 0.83 -1.24 -1.34 0.1198
H -1.16 -0.57 -0.41 0.3427
H 0.76 1.01 0.80 0.2067
H -1.60 2.60 -0.42 0.1949
H -0.67 -0.58 1.11 0.4118
H 1.85 -0.91 0.94 0.4950
H 1.22 1.78 -1.43 0.1794
C -0.08 1.09 0.11 -0.0774
H 0.02 3.27 0.17 0.1923
H -1.25 2.54 1.15 0.2017
O 2.39 -0.55 -0.09 -0.8599
```

Decreasing stability: entry two, entry three, entry one